Here is a 2-piece molecular cluster, C28H29ClN2O4 overall from the OMol25 dataset. Energies are from the ωB97M-V functional and the def2-TZVPD basis.

Structure (XYZ):
```
64
Properties=species:S:1:pos:R:3
H -4.49854 3.20848 2.36256
H 2.52902 0.96538 2.79697
C 4.10027 3.86801 1.89919
H 1.18286 -7.37625 0.57539
C 6.38633 2.23633 1.97926
C -0.65674 -2.00825 -0.58638
C 1.30926 -4.88475 -1.73798
C 3.97791 2.49144 2.18163
H 0.88326 -6.96694 -1.90562
H -7.29983 1.30337 -1.49168
C 1.82165 -4.04112 0.39938
C -4.13427 -1.02511 0.33723
N 1.62084 2.69913 2.04486
C 6.49219 3.62006 1.75148
H 2.07154 -3.14970 0.97154
H -1.92418 -1.09291 -2.86500
H -0.05884 1.60794 2.72395
H -4.77886 -1.01687 1.21228
N 1.61003 -3.84501 -0.92311
C 5.13657 1.67534 2.20851
C 0.37346 2.43770 2.14802
C 1.09856 -0.05764 -3.27190
C -4.58180 -0.38617 -0.84707
C -2.54435 -1.04077 -1.96576
H -0.51621 -2.77070 0.18220
C 0.41616 -1.62182 -1.33381
H 1.14236 -0.98991 -3.84691
H -2.89247 4.49791 1.14299
H 1.17516 -4.63178 -2.78646
C 0.44105 -0.22632 -1.92706
C -2.87268 -1.57481 0.37434
O -0.00125 0.75403 -1.33093
H -6.54710 0.11493 -2.60633
H 1.92134 -2.52229 -2.54038
H 5.02024 0.60476 2.39549
H -5.78305 1.72772 -2.35486
C 1.66663 -2.43523 -1.47654
H 2.11609 0.32575 -3.12463
H 3.19352 4.46364 1.82963
H -4.22541 -0.14659 -2.99110
H 1.87352 -5.41399 2.02770
Cl 8.03776 4.31810 1.50776
C 1.32396 -6.38227 0.14962
O -1.85136 2.79013 1.68017
C -2.00786 -1.51502 -0.74166
C -2.91288 3.41865 0.92885
O -0.36111 4.27470 0.77478
H -5.01228 3.03866 0.66682
C 5.35386 4.44015 1.72001
H 7.28086 1.61917 1.98439
H -2.73570 3.23636 -0.14236
C 1.15186 -6.16250 -1.22285
C -6.35619 0.91783 -1.88088
O -5.67002 0.41912 -0.70999
H -2.49408 -2.03059 1.29301
H 0.52888 0.68592 -3.83866
C 2.64800 1.97949 2.38852
H -4.14939 1.70986 1.46466
H 5.44378 5.50960 1.55734
C -0.60642 3.29030 1.45053
C -4.21561 2.80212 1.38245
C -3.82876 -0.51271 -2.04124
H 2.49229 -1.92072 -0.95989
C 1.69616 -5.30336 0.95753
```

Computed properties:
ΔE to the lowest compared entry with this formula, charge and spin ... 11.1 kcal per mole
Net charge ... 0
Gap between HOMO and LUMO ... 1.783 eV
HOMO level ... -4.23 eV



Here is a 10-piece molecular cluster, C10H30N10O20 overall from the OMol25 dataset. Energies are from the ωB97M-V functional and the def2-TZVPD basis.

Structure (XYZ):
```
70
Properties=species:S:1:pos:R:3
C -2.53407 4.63147 2.55980
O 6.00340 0.35345 -2.21441
H 0.33448 -4.16952 -1.01724
O 1.07196 0.96859 -0.00138
C 1.25902 0.59684 -4.35865
C 1.77135 0.26381 2.84856
H -1.35350 0.45749 1.46252
N -1.83201 4.02274 1.35941
O 1.00666 2.60565 -5.50075
H -1.66124 4.57708 3.21043
O -4.07008 -3.60300 1.01268
H -4.32904 -2.50159 -4.03740
H 3.73178 1.06456 -0.18464
O 0.57404 4.40577 -3.20120
O -6.11525 -3.03336 1.10516
O 3.88519 0.96718 2.84920
N 5.00633 0.88879 -1.73411
H -3.36247 4.02033 2.91808
C 4.75180 0.69327 -0.28362
H 2.12755 0.03617 -4.01309
C -4.44452 -1.50243 -3.61735
H 0.60426 -0.11198 -4.86557
O 1.27488 -2.91056 3.30148
O 2.29213 -2.65678 0.76707
H -0.40247 -1.04184 1.12123
H -5.50177 -1.29214 -3.45582
H 0.60191 -4.03538 5.29766
O -0.83364 -2.74545 2.73356
C -0.22021 -4.10857 4.58571
H -0.32803 -5.16342 4.33319
H 5.50915 1.28256 0.23335
H 0.92653 -0.05698 3.45805
H -1.03469 -3.67795 5.16819
H 1.54442 1.26553 2.48365
C -4.59416 -1.68687 2.32067
O -1.23037 4.87985 0.72465
O 2.96597 -4.32513 -0.44055
H 4.78960 -0.39258 -0.19646
H 0.65173 1.11246 -3.61473
N -0.01084 0.41022 -0.32471
C 0.97905 -3.29490 -1.10482
H -3.98418 -0.86773 1.93983
C -0.96357 -0.21049 0.69448
O 2.72440 4.26127 -3.51587
C 1.82682 4.36880 -1.32616
N 2.16033 -3.42818 -0.19624
H 1.28391 -3.30470 -2.15127
O 4.30255 1.70898 -2.35002
N -4.95231 -2.87389 1.42923
H 0.32602 -2.48706 -0.77455
H -5.53130 -1.39539 2.79490
H 2.85685 4.64925 -1.10598
N 1.73584 4.34505 -2.77887
H -1.74695 -0.59705 0.04256
O 2.43475 1.06941 -6.20395
O 3.04826 0.07661 4.67425
H 1.21962 5.08360 -0.77076
H 1.50361 3.34944 -1.11510
N 1.66176 1.54276 -5.38006
N 2.99995 0.45314 3.48767
N -3.94604 -1.72053 -2.21447
H -2.87417 5.62862 2.28029
H 1.95370 -0.53167 2.12604
H -3.88164 -0.74486 -4.16265
O -2.03668 2.84394 1.05990
H -4.08190 -2.11658 3.18151
O -0.38032 0.43574 -1.42420
O -4.80004 -1.61913 -1.32147
N 0.07684 -3.16157 3.46970
O -2.74097 -1.95119 -2.07655
```

Computed properties:
ΔE to the lowest compared entry with this formula, charge and spin ... 8.1 kcal per mole
Expectation value of S² ... 0.76
Net charge ... +1
Gap between HOMO and LUMO (alpha / beta) ... 7.635 / 3.079 eV
HOMO level (alpha / beta) ... -12.61 / -12.61 eV
2S+1 ... 2



Here is a 9-piece molecular cluster, C30H61NO11S8 overall from the OMol25 dataset. Energies are from the ωB97M-V functional and the def2-TZVPD basis.

Structure (XYZ):
```
111
Properties=species:S:1:pos:R:3
H 7.98783 0.95362 -4.39031
H -0.57807 -7.21235 -5.85899
O 4.66355 -0.44212 -2.38118
C 8.52222 3.03398 -2.55680
H -1.52661 6.38954 1.21083
S -7.04111 -0.40853 1.57932
S 7.98295 1.39329 -2.01811
H -1.42679 -8.38139 -6.90362
S -1.14413 -6.23465 -7.96769
C -7.79359 0.63861 2.84816
O -5.64421 0.08990 1.35347
H -2.62697 -6.22127 -9.84445
H -4.98511 7.41635 -0.10807
S 4.50067 -1.88032 -1.98643
H 1.13126 -4.49081 7.22008
H -1.95512 7.94317 0.45128
O -2.21424 -3.81017 -5.48959
C 6.14946 -2.53914 -1.63983
C 0.54242 -4.28633 8.11727
C 0.05725 -2.81186 10.31188
O 9.21257 0.55559 -1.82564
H 0.30315 -1.97327 10.96713
H 5.01853 -2.61083 -4.22682
H 6.53701 -2.05100 -0.74259
H -7.93199 -2.21899 2.88968
H -5.74005 8.20697 1.30020
H -3.50510 -6.52899 -8.32507
O 1.10039 -1.67032 8.12959
C 4.23238 -2.83239 -3.50116
C -2.60391 -6.76323 -8.89640
C -1.56022 2.63071 3.17884
H -2.34374 -7.09068 -6.06629
H 0.08373 -3.73960 10.88809
C 7.23895 0.91264 -3.59549
H -0.49282 2.43195 3.29802
C -1.67571 -3.33293 -4.35847
C -0.84980 0.94954 -3.71324
H -6.33252 -1.68967 3.49707
C 1.69348 -0.41857 5.63665
C -4.79602 8.01967 0.78327
H 7.65034 3.63645 -2.82193
C 2.71320 1.97417 4.95792
H -0.22653 3.03385 -4.45020
H -0.93885 -2.66070 9.88923
C 1.55837 1.50521 0.75520
N -1.32770 -4.13062 -3.08521
C -1.25110 2.45124 -4.26258
H -4.34319 8.97314 0.50201
H -3.88291 3.35008 1.74257
H 0.92418 -1.01967 6.12647
H 1.48572 -1.01689 -1.16253
H 9.05389 3.51277 -1.73148
H 9.19206 2.94477 -3.41531
H 2.78992 0.84563 -1.05851
H 2.66901 -0.66507 6.06210
H -1.81542 2.44156 -5.28798
C -2.73468 3.89209 -1.99104
H 0.11547 2.69625 -1.22221
H -7.92399 1.64255 2.43754
C -1.62984 -0.33026 -4.44027
C -1.19419 -1.82601 -3.92977
O -4.27363 5.76953 2.13196
O 2.47600 0.48629 1.36581
C 0.69703 -0.78916 -1.99663
C -2.32825 6.95520 0.73078
C -0.05517 -2.02479 -2.76791
H 6.81799 -2.33542 -2.47995
H -4.44591 1.80602 1.05181
H 1.94498 -0.30225 1.68183
H -1.70990 3.69409 2.97754
H 2.66534 3.06556 4.96739
S 1.32989 1.32931 5.92913
H 1.31549 2.77396 -2.73457
C 0.27786 0.74697 -2.49509
H -2.66880 6.41746 -0.15723
H 6.86295 -0.10911 -3.50516
H 6.08334 -3.61542 -1.46518
H -2.08471 2.34430 4.09335
H 0.47021 1.05081 0.58596
C -1.40382 -7.34356 -6.56214
H 3.26365 -2.55163 -3.92043
H 3.65573 1.65035 5.40518
H -4.32512 1.98953 2.82016
C -3.87547 2.26397 1.86321
S -3.69036 7.13348 1.90793
O -1.55122 2.18524 0.54159
C -6.92847 -1.89477 2.60462
C 0.94427 2.09089 -1.82861
H -2.55329 -7.83651 -9.09441
H -8.76904 0.23255 3.12541
C 2.16101 1.80164 -0.76334
H -0.48364 -4.04448 7.82927
H 4.22815 -3.89928 -3.26628
H -6.44695 -2.68289 2.02147
H 2.86009 2.73963 -0.70750
H -1.92814 -3.81409 -2.27107
H 6.40866 1.58362 -3.82712
O 0.06720 1.65692 5.18814
O 1.14889 -4.36351 -2.29399
C 0.07048 -3.65480 -2.64453
H -7.14428 0.68819 3.72576
H 0.55312 -5.16636 8.76434
H 1.52551 2.50170 1.36772
H -3.13741 4.16003 -0.90011
S -2.17718 1.64463 1.79326
H 2.64481 1.61796 3.92706
S 1.28771 -2.88654 8.98778
H -2.44766 -0.21764 -5.27099
O 0.06397 -6.72369 -8.71071
H 1.68783 -0.62782 4.56433
C -2.15749 3.32722 -3.16846
```

Computed properties:
Net charge ... 0
Gap between HOMO and LUMO ... 7.230 eV
HOMO level ... -8.23 eV



Here is BaFHMgNO3S2 as an isolated structure from the OMol25 dataset. Energies are from the ωB97M-V functional and the def2-TZVPD basis.

Structure (XYZ):
```
10
Properties=species:S:1:pos:R:3
O 1.51296 -1.98522 0.98242
O -0.90375 2.36522 0.95805
F -0.84004 -2.57367 1.09093
O -1.40271 3.65623 0.30403
S 0.69597 -2.27713 -1.94414
N -0.02822 -1.07487 -0.83336
Ba -1.32878 1.66449 -1.21911
S 0.19871 -1.26761 0.70685
H -0.65372 4.25887 0.39307
Mg 2.74957 -2.76631 -0.43874
```

Computed properties:
ΔE to the lowest compared entry with this formula, charge and spin ... 0.0 kcal per mole
Expectation value of S² ... 0.75
Net charge ... 0
Gap between HOMO and LUMO (alpha / beta) ... 3.906 / 5.428 eV
HOMO level (alpha / beta) ... -5.42 / -6.94 eV
2S+1 ... 2



Max |F| in eV/A, matching the order above: 2.34, 5.01, 10.06, 1.58
Total energy in a.u., matching the order above: -1954.83346, -2449.96899, -5246.72467, -1402.81453